{
  "formula": "C32H80O16",
  "method": "ωB97M-V/def2-TZVPD",
  "elements": ["C", "O", "C", "C", "O", "C", "H", "H", "H", "H", "H", "H", "H", "H", "H", "H", "C", "O", "C", "C", "O", "C", "H", "H", "H", "H", "H", "H", "H", "H", "H", "H", "C", "O", "C", "C", "O", "C", "H", "H", "H", "H", "H", "H", "H", "H", "H", "H", "C", "O", "C", "C", "O", "C", "H", "H", "H", "H", "H", "H", "H", "H", "H", "H", "C", "O", "C", "C", "O", "C", "H", "H", "H", "H", "H", "H", "H", "H", "H", "H", "C", "O", "C", "C", "O", "C", "H", "H", "H", "H", "H", "H", "H", "H", "H", "H", "C", "O", "C", "C", "O", "C", "H", "H", "H", "H", "H", "H", "H", "H", "H", "H", "C", "O", "C", "C", "O", "C", "H", "H", "H", "H", "H", "H", "H", "H", "H", "H"],
  "xyz": [[-1.27798, 1.63667, -2.93520], [-0.70617, 2.69161, -3.67343], [0.65535, 2.47088, -3.94984], [1.19190, 3.61466, -4.79647], [1.08255, 4.86394, -4.17985], [-0.03472, 5.63497, -4.54517], [-0.83397, 1.52230, -1.94148], [-1.20906, 0.70315, -3.50692], [-2.34421, 1.82764, -2.81635], [0.86573, 1.50852, -4.43820], [1.18628, 2.42373, -2.98680], [0.72382, 3.64570, -5.79151], [2.24547, 3.43992, -5.04497], [-0.91733, 4.99109, -4.60547], [0.04686, 6.12097, -5.52452], [-0.25387, 6.40740, -3.81089], [-0.18249, -1.45717, 0.47015], [-0.88330, -0.41578, 1.10482], [-0.33061, 0.88518, 0.93204], [-1.51786, 1.84463, 0.77260], [-2.13540, 1.71929, -0.49567], [-3.36841, 1.03778, -0.50580], [-0.73970, -2.39361, 0.50529], [0.82072, -1.64227, 0.86978], [-0.07334, -1.21318, -0.59525], [0.17004, 0.97024, -0.03495], [0.22119, 1.13624, 1.83620], [-1.14629, 2.87277, 0.82005], [-2.27413, 1.73543, 1.55452], [-4.14551, 1.50072, 0.10933], [-3.23487, 0.02413, -0.12424], [-3.76826, 0.89538, -1.50824], [1.77937, -0.66011, -2.34707], [1.97358, 0.40174, -1.44407], [3.30439, 0.54532, -1.00462], [3.58274, -0.31399, 0.21848], [2.66292, 0.00109, 1.22400], [2.90013, -0.71649, 2.42422], [0.72627, -0.93566, -2.36490], [2.33353, -1.57253, -2.10256], [2.09937, -0.33192, -3.34365], [3.50308, 1.56867, -0.68419], [4.02286, 0.32711, -1.80313], [4.63918, -0.14500, 0.47952], [3.61912, -1.36981, -0.09221], [2.49930, -1.73391, 2.42300], [2.29081, -0.14555, 3.13419], [3.91445, -0.70822, 2.83287], [2.53229, -4.06631, 0.07828], [2.26792, -5.42905, -0.13905], [3.38597, -6.15010, -0.60387], [2.98644, -7.59502, -0.85969], [2.00300, -7.61366, -1.86060], [1.47337, -8.86730, -2.13281], [3.40179, -3.91683, 0.73078], [1.63683, -3.61125, 0.49309], [2.77949, -3.60080, -0.88580], [4.15226, -6.09422, 0.17889], [3.81145, -5.69305, -1.50414], [2.69508, -8.07471, 0.07771], [3.87011, -8.08760, -1.28869], [2.21189, -9.50910, -2.64884], [0.68474, -8.82846, -2.88482], [1.13232, -9.44490, -1.26818], [5.00998, -6.58487, 3.16324], [3.70294, -6.06828, 3.01937], [3.50616, -4.94336, 3.83416], [2.01154, -4.69250, 3.99264], [1.79720, -3.33730, 4.31610], [0.45342, -2.94232, 4.16352], [5.04046, -7.54746, 2.65080], [5.23719, -6.86237, 4.20013], [5.73256, -5.86371, 2.77406], [3.99781, -4.01595, 3.50735], [3.94572, -5.11674, 4.82494], [1.64769, -5.28249, 4.84451], [1.45530, -5.04736, 3.11848], [-0.21436, -3.46493, 4.85019], [0.14598, -3.06218, 3.12270], [0.35826, -1.88039, 4.38464], [-2.19718, -5.01040, 2.60477], [-2.55648, -4.09724, 1.59268], [-3.47602, -3.10975, 2.01907], [-3.94013, -2.33743, 0.81238], [-4.88206, -3.11399, 0.07978], [-5.24998, -2.50111, -1.13347], [-1.54790, -5.77337, 2.18407], [-3.07328, -5.48966, 3.05690], [-1.69423, -4.43517, 3.38980], [-2.88799, -2.43571, 2.65383], [-4.33335, -3.52095, 2.55722], [-3.16732, -2.13431, 0.06294], [-4.38288, -1.38310, 1.11644], [-4.39596, -2.50002, -1.81623], [-5.64254, -1.49241, -0.95199], [-6.09352, -3.05156, -1.54678], [3.61715, 6.11540, 0.86977], [3.57139, 4.87133, 1.54429], [3.19421, 3.80015, 0.72555], [1.71273, 3.52364, 0.58718], [0.96762, 4.70778, 0.34640], [0.80782, 4.93287, -1.06123], [4.38562, 6.17690, 0.09316], [3.90604, 6.84181, 1.63064], [2.64391, 6.39714, 0.47141], [3.63008, 2.90414, 1.19019], [3.71465, 3.74229, -0.24317], [1.34102, 3.10518, 1.52742], [1.45749, 2.75914, -0.15547], [0.26261, 5.86995, -1.14658], [0.20967, 4.12214, -1.47959], [1.80440, 5.01149, -1.49599], [-3.61734, 4.79625, -0.41862], [-5.01603, 4.80723, -0.15764], [-5.38905, 5.84682, 0.70555], [-5.60791, 7.21970, 0.05585], [-6.81062, 7.17675, -0.67841], [-7.07755, 8.39649, -1.33042], [-3.33858, 3.79300, -0.73700], [-2.98370, 5.09874, 0.41613], [-3.41896, 5.42848, -1.29082], [-4.77681, 5.92120, 1.61159], [-6.35295, 5.54577, 1.12920], [-4.80870, 7.44105, -0.66228], [-5.61557, 7.96774, 0.85401], [-6.98725, 9.28256, -0.68973], [-8.09714, 8.38457, -1.71013], [-6.34377, 8.47937, -2.14525]],
  "forces_ev_per_angstrom": [[0.064, -0.346, -0.516], [-0.093, 0.000, -0.502], [0.337, 0.468, 0.509], [0.013, -0.340, -0.836], [0.456, 0.687, 0.528], [-1.043, -0.463, -0.413], [0.135, 0.012, -0.679], [0.206, -0.175, 0.008], [0.229, 0.307, -0.006], [-0.333, 0.012, -0.228], [0.185, 0.102, -0.099], [-0.351, -0.140, 0.201], [0.051, -0.052, 0.421], [-0.064, 0.062, 0.105], [0.436, -0.033, -0.027], [0.392, -0.063, 0.213], [0.233, -0.013, -0.811], [-0.138, -0.464, 0.208], [-2.021, 0.038, -0.267], [0.056, 0.325, 0.346], [-0.656, 0.072, 0.426], [-0.123, -1.053, 0.618], [-0.290, 0.139, 0.370], [-0.091, 0.263, 0.137], [0.101, -0.069, 0.168], [0.764, -0.248, 0.474], [0.545, 0.202, -0.326], [0.103, 0.029, 0.095], [0.140, -0.168, 0.197], [0.093, 0.373, 0.001], [0.074, 0.023, 0.121], [0.286, 0.495, -0.237], [0.252, -0.031, -0.511], [-0.083, 0.202, 0.156], [0.204, -0.125, 0.564], [0.802, -0.329, -1.179], [1.104, -0.502, -0.104], [-1.254, 0.764, 0.893], [0.008, 0.253, -0.094], [0.102, 0.118, 0.240], [-0.112, -0.184, -0.073], [-0.491, 0.188, -0.296], [-0.019, -0.150, -0.004], [-0.123, 0.362, 0.489], [-0.691, -0.190, 0.330], [0.222, -0.080, -0.311], [0.101, -0.346, 0.246], [0.223, 0.076, -0.578], [0.358, -0.339, -0.561], [-0.323, -0.136, 0.090], [-0.220, 0.121, 0.484], [0.761, 0.559, -0.640], [-0.773, 0.528, 0.281], [0.530, -1.370, -0.941], [-0.106, -0.015, 0.238], [0.055, 0.001, 0.058], [-0.094, 0.237, 0.040], [0.214, -0.293, -0.037], [-0.165, -0.003, -0.193], [-0.275, -0.106, -0.064], [0.172, -0.242, 0.438], [0.234, 0.060, 0.319], [-0.263, 0.591, 0.352], [-0.114, 0.359, 0.226], [-0.306, -0.503, 0.033], [0.137, 0.015, 0.084], [-0.221, 0.421, 0.748], [-0.057, -0.450, 0.729], [0.161, 0.332, -0.326], [0.073, 0.380, -0.097], [0.098, 0.289, -0.462], [-0.011, 0.486, 0.131], [0.251, -0.217, 0.024], [-0.025, -0.157, -0.612], [-0.059, -0.159, 0.053], [-0.063, -0.225, -0.132], [0.121, 0.352, -0.275], [-0.058, -0.282, -0.058], [-0.245, -0.242, -0.049], [0.281, 0.054, 0.108], [-0.275, 0.665, 0.293], [-0.402, -0.697, -0.541], [1.149, 0.335, -0.448], [-0.536, -0.416, -0.999], [-0.484, -0.157, 0.544], [-0.309, -0.018, 0.485], [0.092, 0.106, -0.049], [-0.050, -0.047, -0.119], [0.182, -0.397, 0.178], [-0.428, 0.249, 0.318], [0.000, -0.116, 0.030], [0.654, 0.194, 0.663], [-0.080, 0.023, 0.099], [-0.103, 0.212, -0.206], [0.328, 0.182, -0.118], [0.228, -0.263, -0.117], [0.056, 0.515, 0.575], [-0.149, 0.085, -0.562], [0.946, -1.750, -0.212], [-0.744, 0.505, 0.743], [-0.323, -0.235, -0.299], [0.102, 0.015, 1.147], [-0.030, -0.399, -0.145], [-0.106, 0.049, -0.020], [0.007, -0.036, -0.085], [-0.228, 0.027, 0.287], [-0.111, 0.950, -0.170], [0.075, 0.272, 0.116], [0.470, 0.034, -0.222], [0.073, 0.057, -0.214], [0.132, -0.005, -0.367], [-0.187, -0.014, -0.530], [-0.221, -0.192, -1.148], [0.752, 0.077, 0.559], [-1.256, 0.242, 0.410], [0.378, -0.985, -0.320], [-0.568, 0.229, 0.724], [0.458, -0.094, -0.333], [-0.037, -0.073, 0.215], [-0.202, 0.059, 0.212], [0.229, 0.253, 0.169], [0.629, 0.074, -0.345], [-0.168, 0.071, -0.261], [0.307, 0.144, 0.252], [-0.151, 0.233, -0.080], [0.114, -0.179, 0.205], [0.081, -0.208, -0.137], [-0.302, 0.374, -0.131]],
  "mulliken_charge": [-0.252, -0.390, 0.489, -1.019, -0.299, -0.731, 0.091, 0.345, 0.194, 0.398, -0.259, 0.385, 0.366, 0.279, 0.300, 0.265, 0.141, -0.379, 0.578, -1.637, 0.481, -0.949, 0.527, -0.386, -0.205, -0.515, 0.454, 0.221, 0.531, 0.413, -0.099, 0.426, -1.090, 0.811, -0.474, -0.321, 0.157, -0.860, 0.304, 0.250, 0.262, -0.570, 0.543, 0.578, -0.065, 0.034, 0.257, 0.441, -0.578, -0.280, -0.447, -0.634, -0.286, -0.792, 0.263, -0.055, 0.479, 0.230, 0.336, 0.379, 0.383, 0.310, 0.266, 0.310, -0.897, -0.235, -0.616, -0.330, -0.382, -0.614, 0.253, 0.379, 0.350, 0.242, 0.453, 0.366, 0.256, 0.512, 0.025, 0.268, -0.635, -0.313, -0.667, 0.224, -0.451, -0.666, 0.220, 0.360, 0.174, 0.300, 0.504, -0.183, 0.418, 0.265, 0.250, 0.299, -0.605, -0.450, -0.841, 1.029, -0.515, -0.626, 0.278, 0.305, 0.201, 0.251, 0.457, 0.076, -0.421, 0.356, 0.043, 0.429, -0.376, -0.346, -0.642, -0.331, -0.303, -0.725, -0.183, 0.376, 0.280, 0.446, 0.327, 0.296, 0.345, 0.293, 0.246, 0.297],
  "homo_ev": -9.2,
  "energy_ev": -67230.310,
  "smiles": "COCCOC.COCCOC.COCCOC.COCCOC.COCCOC.COCCOC.COCCOC.COCCOC",
  "gap_ev": 9.80,
  "relative_energy_kj_mol": 97.4
}

{
  "formula": "Cl2O2S",
  "method": "ωB97M-V/def2-TZVPD",
  "elements": ["O", "O", "S", "Cl", "Cl"],
  "xyz": [[-1.87951, 0.32395, 1.09171], [0.10163, -0.91737, -0.58657], [-0.79341, 0.39329, -0.34074], [1.74453, -1.40564, -0.18251], [0.82676, 1.60576, 0.01812]],
  "forces_ev_per_angstrom": [[5.349, 0.230, -6.219], [0.475, -1.395, -0.373], [-3.665, 0.108, 6.268], [-1.497, 0.746, 0.137], [-0.661, 0.311, 0.187]],
  "mulliken_charge": [-0.474, -0.247, 0.696, 0.131, -0.106],
  "homo_ev": [-10.7, -10.7],
  "energy_ev": -39970.078,
  "gap_ev": [8.16, 8.16],
  "relative_energy_kj_mol": 352.3
}

{
  "formula": "C11H18OZr",
  "method": "ωB97M-V/def2-TZVPD",
  "elements": ["Zr", "C", "C", "C", "C", "C", "C", "C", "C", "C", "H", "H", "H", "H", "H", "H", "H", "H", "H", "H", "H", "H", "C", "C", "O", "H", "H", "H", "H", "H", "H"],
  "xyz": [[-0.24065, -0.48334, 0.74175], [2.40068, 1.63524, -0.68186], [1.15234, 0.86843, -0.81831], [1.16519, -0.52191, -1.21750], [-0.04537, -1.19107, -1.67034], [0.01513, -2.43460, -2.43943], [-1.30696, -0.52819, -1.40062], [-1.36327, 0.87420, -1.02992], [-2.60555, 1.64898, -1.15506], [-0.13033, 1.50921, -0.62822], [2.62755, 2.12449, -1.65169], [3.28783, 1.02343, -0.47969], [2.33278, 2.47562, 0.01724], [2.12966, -0.95879, -1.52755], [0.89184, -3.05179, -2.22604], [0.14218, -2.16781, -3.50872], [-0.89717, -3.03621, -2.42291], [-2.20937, -0.96416, -1.85877], [-3.51691, 1.10945, -0.86558], [-2.77562, 1.86086, -2.23125], [-2.56387, 2.62771, -0.67144], [-0.13158, 2.60443, -0.51476], [-0.26870, 0.37204, 3.08919], [0.39846, -0.97528, 3.41026], [0.64696, -1.67313, 2.11354], [-0.46252, 0.86628, 4.07195], [-1.32542, 0.25574, 2.66556], [0.43056, 1.09816, 2.57136], [-0.24687, -1.60841, 4.05391], [1.36759, -0.83299, 3.92530], [1.10140, -2.52657, 2.33960]],
  "forces_ev_per_angstrom": [[-0.521, -0.416, 1.117], [0.444, 0.123, 0.281], [-0.274, 0.138, -1.197], [-0.349, 0.062, -0.328], [0.121, 1.250, -0.734], [0.036, -0.583, 0.001], [0.279, 0.153, -0.432], [0.552, 0.218, -1.279], [-0.320, 0.223, 0.205], [0.039, -0.037, -0.352], [-0.218, -0.116, -0.120], [-0.175, -0.004, 0.022], [-0.059, -0.101, 0.008], [-0.303, -0.040, 0.651], [0.016, 0.030, 0.095], [-0.001, 0.262, -0.003], [-0.039, 0.079, 0.122], [0.144, -0.090, 0.658], [0.099, -0.076, 0.019], [0.159, -0.115, -0.064], [0.037, -0.095, 0.047], [-0.066, -0.427, 0.532], [0.089, -0.328, 0.176], [-0.146, 0.555, 1.682], [0.745, -1.233, 0.592], [-0.050, 0.006, -0.520], [0.481, 0.457, 0.356], [-0.564, -0.133, 0.031], [0.219, 0.174, -0.575], [-0.305, -0.013, -0.431], [-0.071, 0.075, -0.560]],
  "mulliken_charge": [1.277, -1.476, 0.971, -0.920, 0.934, -1.478, -0.765, 0.867, -1.438, -0.788, 0.401, 0.470, 0.430, 0.724, 0.441, 0.399, 0.457, 0.743, 0.422, 0.400, 0.471, 0.698, -1.363, 0.036, -0.528, 0.443, 0.449, 0.505, 0.402, 0.397, 0.421],
  "homo_ev": -26.6,
  "energy_ev": -14975.028,
  "gap_ev": 7.29,
  "relative_energy_kj_mol": 0.4,
  "charge": 4
}

Number 1: largest force on an atom 2.04 eV/A. Number 2: largest force on an atom 8.21 eV/A. Number 3: largest force on an atom 1.78 eV/A.